Below is a molecular structure, C33H85Cs3N7O15P2, with properties calculated with ωB97M-V/def2-TZVPD.

Last column: Löwdin charge in e.
Atoms and positions in Å:
1 Cs 14.89514 12.42298 12.32736  1.191
2 Cs 14.53088 15.75485 10.31074  1.034
3 Cs 18.31760 15.22846 11.62248  1.115
4 P 15.06567 15.50126 13.83497  -0.141
5 O 15.93196 16.29798 12.86454  -0.694
6 O 14.73939 16.19438 15.10681  -0.358
7 O 15.90582 14.23053 14.22324  -0.606
8 O 13.74212 14.97685 13.00878  -0.744
9 P 16.78909 13.05605 9.45461  -0.131
10 O 15.26447 12.74831 9.55381  -0.660
11 O 17.38638 12.31205 8.24833  -0.392
12 O 17.54889 12.62443 10.73157  -0.627
13 O 16.94091 14.62973 9.30505  -0.806
14 C 13.59204 10.78458 16.20444  -0.063
15 C 14.96897 11.12585 15.66134  -0.463
16 C 15.86417 11.50101 16.83536  -0.198
17 O 15.20589 12.21710 17.89064  -0.196
18 C 15.25000 13.64731 17.65493  -0.065
19 N 15.45741 10.02750 14.87178  0.061
20 H 12.92573 10.38405 15.42893  0.067
21 H 13.13496 11.69052 16.55121  0.042
22 H 13.57529 9.95101 16.95342  0.088
23 H 14.94818 12.00830 14.98069  0.052
24 H 16.62593 12.15683 16.44318  0.107
25 H 16.23688 10.54712 17.20205  0.097
26 H 15.48822 13.86269 16.65742  0.042
27 H 15.87848 14.08274 18.41374  0.066
28 H 14.23365 14.07699 17.84679  0.092
29 H 15.52309 10.35506 13.93074  -0.042
30 H 16.37965 9.76247 15.09624  0.033
31 C 13.30550 18.93336 16.43595  -0.079
32 C 14.71110 19.32444 16.18583  -0.467
33 C 15.60008 18.40998 17.03815  -0.196
34 O 15.58022 18.87003 18.40066  -0.211
35 C 15.19840 17.91580 19.37158  -0.132
36 N 15.04884 19.32967 14.74709  0.050
37 H 13.11649 17.99810 15.97901  0.028
38 H 12.54548 19.74366 16.04860  0.109
39 H 13.18408 18.77315 17.52480  0.074
40 H 14.85411 20.32889 16.56029  0.116
41 H 16.62964 18.47656 16.64942  0.120
42 H 15.26665 17.37020 16.81918  0.101
43 H 15.75755 18.16024 20.26553  0.054
44 H 15.53834 16.87458 19.09843  0.100
45 H 14.14244 18.08182 19.69794  0.082
46 H 15.16026 18.37480 14.34720  0.058
47 H 15.85504 19.92658 14.60967  0.046
48 C 20.69240 13.68751 5.82677  -0.086
49 C 19.83180 13.62747 7.12333  -0.437
50 C 20.71147 13.51694 8.43696  -0.254
51 O 21.33968 12.35704 8.77146  -0.178
52 C 20.37575 11.38442 9.26482  -0.060
53 N 19.07800 14.84535 7.28545  0.027
54 H 21.42511 12.88204 5.73590  0.054
55 H 21.24576 14.67650 5.73627  0.077
56 H 20.02351 13.56462 4.97681  0.049
57 H 19.12278 12.78642 7.04894  0.102
58 H 19.96633 13.88116 9.22219  0.100
59 H 21.47252 14.33339 8.54470  0.122
60 H 20.95530 10.53912 9.43333  0.051
61 H 19.64290 11.13888 8.48321  0.081
62 H 19.82356 11.65846 10.18200  0.064
63 H 18.73343 15.19758 6.36214  0.079
64 H 18.26690 14.66738 7.87795  0.010
65 C 16.61927 8.92626 6.37320  -0.093
66 C 15.56409 9.49020 7.33284  -0.385
67 C 16.08284 9.36819 8.75101  -0.191
68 O 15.94963 8.01581 9.21828  -0.225
69 C 16.14525 7.72770 10.57206  -0.126
70 N 15.32002 10.98666 7.05005  0.041
71 H 17.58824 9.42332 6.49146  0.071
72 H 16.40870 8.97386 5.26737  0.072
73 H 16.79096 7.85922 6.57241  0.061
74 H 14.65858 8.90934 7.19466  0.110
75 H 15.57040 10.08337 9.42378  0.104
76 H 17.18050 9.53187 8.80347  0.133
77 H 15.58334 6.81300 10.73160  0.072
78 H 15.83566 8.64363 11.19491  0.107
79 H 17.21008 7.62039 10.86837  0.079
80 H 16.15434 11.40962 6.64367  0.036
81 H 15.32625 11.47920 7.94860  -0.008
82 C 20.06425 12.39856 12.94378  -0.087
83 C 19.34421 11.27588 13.61430  -0.445
84 C 19.34441 11.45118 15.11653  -0.178
85 O 18.72844 10.32640 15.78826  -0.187
86 C 18.78546 10.51884 17.18687  -0.155
87 N 17.96349 11.17642 13.22726  0.070
88 H 19.63712 13.38084 13.24384  0.028
89 H 19.77122 12.38570 11.88548  0.032
90 H 21.15249 12.27147 13.00292  0.088
91 H 19.88105 10.41092 13.29448  0.129
92 H 18.78502 12.35384 15.41373  0.130
93 H 20.34957 11.56284 15.56424  0.124
94 H 19.65904 10.01504 17.59273  0.069
95 H 17.94045 10.08510 17.81714  0.091
96 H 18.81085 11.59103 17.42849  0.090
97 H 17.91858 11.48884 12.27265  0.008
98 H 17.49021 11.91472 13.70706  0.030
99 C 10.23660 13.77527 16.02858  -0.060
100 C 11.17716 14.47959 15.05154  -0.474
101 C 11.54344 15.90243 15.49602  -0.174
102 O 10.32947 16.69474 15.47658  -0.199
103 C 10.21439 17.57601 14.42778  -0.167
104 N 12.34385 13.70657 14.84650  0.061
105 H 10.02640 12.82413 15.59388  0.047
106 H 9.39305 14.39369 16.26473  0.054
107 H 10.78360 13.54876 16.97054  0.081
108 H 10.68798 14.58138 14.04192  0.152
109 H 12.32918 16.17365 14.79572  0.085
110 H 12.03387 15.93357 16.52185  0.143
111 H 9.91286 17.07961 13.53202  0.065
112 H 11.13224 18.23881 14.27237  0.101
113 H 9.47489 18.40354 14.62683  0.080
114 H 12.75172 13.64383 15.77126  0.057
115 H 12.92644 14.18336 14.16767  -0.030
116 C 9.82338 8.59611 11.18042  -0.023
117 C 9.37278 10.00335 10.77688  -0.504
118 C 9.47597 10.86969 11.99390  -0.165
119 C 10.89957 11.37360 12.24798  -0.157
120 C 11.36652 12.16080 11.03644  -0.126
121 C 11.45428 11.27596 9.81228  -0.545
122 N 10.17184 10.60956 9.65988  -0.101
123 O 10.12222 9.76551 8.51341  -0.038
124 C 11.65485 12.03178 8.55780  -0.027
125 C 12.70224 10.32628 9.96824  -0.012
126 C 7.91287 9.99675 10.25278  -0.045
127 H 10.35737 8.13919 10.32091  0.081
128 H 8.92923 8.01026 11.37268  0.071
129 H 10.49101 8.59793 12.03920  0.077
130 H 8.73438 11.64598 11.96309  0.108
131 H 9.22236 10.31292 12.91657  0.125
132 H 11.55001 10.48779 12.38205  0.096
133 H 10.94335 11.96810 13.21083  0.119
134 H 12.25038 12.72329 11.17672  0.064
135 H 10.50973 12.82232 10.73501  0.141
136 H 10.66766 12.60694 8.44515  0.116
137 H 12.56861 12.57426 8.58332  0.075
138 H 11.66610 11.35662 7.68187  0.091
139 H 12.85497 9.54430 9.22089  0.078
140 H 13.56988 10.93781 9.74001  0.035
141 H 12.84014 10.00684 11.05395  0.089
142 H 7.81099 10.85877 9.65813  0.058
143 H 7.18145 9.95892 11.13252  0.100
144 H 7.64342 9.15623 9.59830  0.070
145 H 10.88523 9.17045 8.59341  0.076

total charge	-3
electronic energy	-3563.48688	a.u.
maximum force	3.62	eV/Å